# 1
This record from OMol25 describes a 7-piece molecular cluster, C38H46N9O4P2 overall at a distorted geometry. The level of theory is wB97M-V/def2-TZVPD.

Structure (XYZ):
```
99
Properties=species:S:1:pos:R:3:lowdin_charge:R:1
C -0.51 1.15 -2.72 -0.113
C -0.97 -0.41 -2.56 -0.115
C 0.20 -1.59 -2.78 0.014
C -0.10 -3.21 -2.63 -0.020
C -1.61 -3.69 -2.22 -0.058
C -2.77 -2.54 -2.02 -0.048
C -2.52 -0.91 -2.18 -0.130
C -3.73 0.16 -1.94 -0.173
N -4.59 0.43 -3.19 -0.275
P -3.79 1.44 -4.42 0.734
N -2.58 0.74 -5.23 -0.105
O -4.91 2.04 -5.66 -0.227
O -3.19 2.87 -3.54 -0.205
P -5.40 -1.04 -3.83 0.732
N -6.68 -0.68 -4.81 -0.143
O -4.37 -2.08 -4.78 -0.172
O -6.13 -1.90 -2.46 -0.215
H 0.61 1.29 -2.31 0.088
H -1.20 1.83 -2.04 0.074
H -0.51 1.56 -3.82 0.080
H 1.29 -1.24 -3.08 0.099
H 0.74 -4.04 -2.79 0.107
H -1.93 -4.83 -2.06 0.094
H -3.84 -2.92 -1.72 0.083
H -4.47 -0.19 -1.07 0.152
H -3.25 1.17 -1.55 0.139
H -5.39 1.03 -2.82 0.163
H -2.52 -0.25 -4.89 -0.008
H -4.54 2.97 -5.84 0.099
H -3.70 3.69 -3.86 0.065
H -6.75 0.36 -4.91 -0.028
H -4.37 -3.00 -4.34 0.114
H -6.79 -1.26 -2.03 0.104
N -2.42 -6.31 0.25 0.047
C -2.05 -5.25 1.00 -0.156
C -1.84 -5.32 2.37 -0.099
C -2.02 -6.54 3.00 -0.074
C -2.40 -7.65 2.25 -0.063
C -2.58 -7.48 0.89 -0.144
H -1.93 -4.32 0.46 0.076
H -1.54 -4.44 2.93 0.105
H -1.86 -6.63 4.08 0.115
H -2.54 -8.62 2.72 0.107
H -2.87 -8.32 0.26 0.104
N 3.66 0.52 -1.43 0.040
C 4.46 0.66 -0.35 -0.148
C 5.38 1.69 -0.21 -0.061
C 5.49 2.62 -1.23 -0.065
C 4.67 2.50 -2.35 -0.076
C 3.78 1.44 -2.40 -0.173
H 4.35 -0.10 0.41 0.102
H 6.00 1.75 0.68 0.075
H 6.20 3.44 -1.15 0.111
H 4.73 3.22 -3.16 0.102
H 3.13 1.31 -3.26 0.089
N 7.48 3.49 2.62 0.048
C 7.85 4.55 3.37 -0.155
C 8.06 4.48 4.74 -0.078
C 7.88 3.25 5.37 -0.075
C 7.50 2.14 4.62 -0.086
C 7.32 2.31 3.26 -0.160
H 7.97 5.48 2.83 0.100
H 8.36 5.36 5.30 0.101
H 8.04 3.16 6.45 0.106
H 7.36 1.18 5.09 0.089
H 7.03 1.48 2.63 0.083
N -5.43 5.50 -3.90 0.042
C -6.34 4.62 -4.39 -0.167
C -7.68 4.92 -4.57 -0.060
C -8.13 6.19 -4.23 -0.058
C -7.22 7.12 -3.73 -0.054
C -5.90 6.73 -3.59 -0.132
H -5.94 3.64 -4.63 0.049
H -8.36 4.17 -4.96 0.108
H -9.17 6.46 -4.36 0.115
H -7.53 8.12 -3.46 0.112
H -5.15 7.42 -3.20 0.110
N 9.50 -0.38 4.81 0.051
C 9.97 -0.72 3.59 -0.147
C 11.27 -1.13 3.34 -0.075
C 12.15 -1.20 4.41 -0.077
C 11.70 -0.86 5.69 -0.075
C 10.38 -0.46 5.83 -0.146
H 9.24 -0.64 2.78 0.099
H 11.59 -1.39 2.34 0.102
H 13.18 -1.51 4.26 0.107
H 12.37 -0.90 6.54 0.103
H 9.99 -0.19 6.81 0.102
N -4.55 -3.57 5.46 0.063
C -4.25 -3.61 4.15 -0.142
C -4.76 -2.71 3.22 -0.079
C -5.63 -1.72 3.67 -0.089
C -5.95 -1.66 5.02 -0.077
C -5.39 -2.60 5.87 -0.143
H -3.58 -4.40 3.84 0.068
H -4.49 -2.78 2.17 0.091
H -6.04 -1.00 2.98 0.097
H -6.62 -0.90 5.41 0.102
H -5.61 -2.59 6.94 0.105
```

Computed properties:
F_max   0.15504 hartree/bohr
Net charge   +1
Frontier orbital gap   6.72 eV
Multiplicity   1
HOMO   -10.6 eV
Electronic energy   -2951.4557 a.u.
LUMO energy   -3.89 eV

# 2
This record from OMol25 describes a 7-piece molecular cluster, C38H47BBrFN7O2 overall at a distorted geometry. The level of theory is wB97M-V/def2-TZVPD.

Structure (XYZ):
```
97
Properties=species:S:1:pos:R:3:lowdin_charge:R:1
C -4.30 2.41 -7.65 -0.119
C -3.45 1.36 -8.39 -0.319
C -3.91 -0.08 -8.09 -0.610
Br -4.70 -0.88 -9.72 0.617
B -2.79 -1.01 -7.32 -0.764
C -3.37 -2.55 -7.21 -0.103
C -1.34 -1.07 -8.11 -0.103
O -1.39 -0.64 -9.52 -0.168
N -0.29 0.14 -9.79 -0.083
O 0.33 -0.26 -10.71 0.026
C -2.68 -0.39 -5.79 -0.100
C -1.44 -0.70 -4.99 -0.381
C -1.45 -0.04 -3.60 -0.042
F -1.32 -2.09 -4.77 -0.065
H -5.19 2.63 -8.24 0.066
H -3.74 3.34 -7.51 0.061
H -4.61 2.04 -6.67 0.059
H -3.49 1.57 -9.46 0.076
H -2.42 1.46 -8.02 0.093
H -4.76 0.00 -7.41 0.062
H -2.76 -3.13 -6.51 0.035
H -3.32 -3.08 -8.16 0.031
H -4.39 -2.58 -6.82 0.046
H -0.98 -2.10 -8.14 0.102
H -0.53 -0.49 -7.64 0.081
H -3.53 -0.77 -5.21 0.110
H -2.76 0.70 -5.77 0.100
H -0.53 -0.36 -5.49 0.122
H -2.38 0.50 -3.44 0.068
H -0.65 0.71 -3.53 0.066
H -1.28 -0.78 -2.82 0.059
N 0.81 0.17 0.55 0.059
C 1.51 -0.89 0.12 -0.148
C 1.19 -2.20 0.45 -0.064
C 0.10 -2.43 1.27 -0.084
C -0.64 -1.34 1.71 -0.086
C -0.24 -0.07 1.32 -0.151
H 2.36 -0.66 -0.51 0.103
H 1.79 -3.01 0.07 0.103
H -0.17 -3.44 1.56 0.107
H -1.50 -1.47 2.36 0.096
H -0.79 0.80 1.65 0.105
N -4.46 -4.76 -1.71 0.050
C -3.87 -5.62 -0.89 -0.175
C -2.50 -5.75 -0.77 -0.091
C -1.69 -4.94 -1.55 -0.090
C -2.29 -4.03 -2.41 -0.057
C -3.68 -3.98 -2.45 -0.135
H -4.54 -6.24 -0.29 0.096
H -2.07 -6.47 -0.08 0.093
H -0.61 -5.01 -1.49 0.099
H -1.70 -3.38 -3.04 0.081
H -4.18 -3.29 -3.11 0.108
N -0.42 -3.99 5.63 0.065
C -0.83 -4.11 6.89 -0.154
C -1.50 -3.11 7.58 -0.075
C -1.75 -1.91 6.93 -0.091
C -1.32 -1.77 5.62 -0.092
C -0.67 -2.83 5.02 -0.147
H -0.62 -5.07 7.36 0.102
H -1.81 -3.28 8.60 0.100
H -2.26 -1.11 7.44 0.108
H -1.50 -0.85 5.08 0.100
H -0.32 -2.75 4.00 0.078
N 3.10 4.90 1.86 0.050
C 4.37 4.55 2.00 -0.174
C 4.94 3.44 1.39 -0.074
C 4.13 2.65 0.59 -0.080
C 2.80 2.99 0.43 -0.075
C 2.34 4.13 1.08 -0.152
H 4.96 5.19 2.64 0.097
H 5.98 3.20 1.55 0.100
H 4.54 1.77 0.10 0.103
H 2.14 2.39 -0.17 0.084
H 1.30 4.43 0.98 0.103
N 5.45 5.48 7.79 0.046
C 4.85 6.61 7.45 -0.168
C 4.04 6.75 6.33 -0.076
C 3.85 5.64 5.51 -0.082
C 4.48 4.45 5.85 -0.074
C 5.26 4.42 7.00 -0.157
H 5.02 7.45 8.11 0.098
H 3.57 7.70 6.10 0.098
H 3.23 5.70 4.63 0.092
H 4.36 3.56 5.25 0.077
H 5.76 3.51 7.30 0.096
N 3.96 1.04 5.73 0.051
C 2.87 0.83 4.99 -0.145
C 1.71 0.25 5.47 -0.063
C 1.67 -0.14 6.80 -0.070
C 2.80 0.07 7.59 -0.068
C 3.91 0.66 7.01 -0.157
H 2.94 1.15 3.95 0.104
H 0.86 0.10 4.82 0.086
H 0.79 -0.60 7.21 0.089
H 2.81 -0.22 8.63 0.100
H 4.80 0.85 7.59 0.100
```

Computed properties:
F_max   0.02142 hartree/bohr
Net charge   -1
Frontier orbital gap   7.06 eV
Multiplicity   1
HOMO   -5.4 eV
Electronic energy   -4708.6385 a.u.
LUMO energy   1.63 eV

# 3
This record from OMol25 describes C38H47N2O4PdTe as an isolated structure at a distorted geometry. The level of theory is wB97M-V/def2-TZVPD.

Structure (XYZ):
```
93
Properties=species:S:1:pos:R:3:lowdin_charge:R:1
Pd -2.20 1.96 -0.03 0.746
O -2.34 1.92 2.35 -0.193
C -2.08 0.66 2.94 -0.275
C -3.32 0.10 3.65 -0.170
C -4.66 0.25 2.90 -0.147
C -4.83 -0.68 1.72 -0.287
C -5.36 -1.95 1.91 -0.048
C -5.62 -2.76 0.82 -0.086
C -5.32 -2.25 -0.44 -0.092
C -4.75 -1.00 -0.54 -0.135
N -4.50 -0.21 0.51 0.131
H -1.41 2.36 2.24 -0.065
H -1.30 0.79 3.70 0.115
H -1.69 -0.06 2.21 0.094
H -3.42 0.62 4.61 0.101
H -3.15 -0.96 3.87 0.104
H -4.74 1.28 2.57 0.110
H -5.46 0.03 3.61 0.102
H -5.57 -2.30 2.91 0.104
H -6.04 -3.75 0.95 0.093
H -5.51 -2.84 -1.33 0.092
H -4.47 -0.58 -1.50 0.110
C -5.08 3.62 -0.15 -0.157
O -4.00 4.29 0.47 -0.240
C -2.74 4.01 -0.07 -0.293
C -1.76 4.98 0.53 -0.125
H -5.22 3.98 -1.17 0.074
H -5.97 3.83 0.45 0.070
H -4.89 2.54 -0.18 0.041
H -2.28 5.74 1.12 0.060
H -1.18 5.47 -0.25 0.048
H -1.05 4.47 1.19 0.044
C -0.81 3.16 -2.37 -0.128
C -1.88 2.17 -1.93 -0.560
O -2.47 1.52 -2.77 -0.073
H -0.36 2.84 -3.31 0.062
H -0.04 3.26 -1.60 0.033
H -1.29 4.13 -2.50 0.059
C 4.29 -3.27 -5.97 -0.081
C 3.62 -2.54 -4.84 -0.307
C 2.33 -2.87 -4.42 -0.051
C 1.71 -2.19 -3.38 -0.304
C 0.32 -2.63 -2.99 -0.093
C 2.34 -1.13 -2.70 -0.273
Te 1.13 0.28 -1.17 1.460
N 0.17 1.49 0.44 -0.219
C 0.60 2.19 1.44 -0.598
O -0.16 2.71 2.36 -0.103
C 2.07 2.44 1.66 -0.148
C 2.96 2.67 0.62 -0.094
C 4.31 2.90 0.87 -0.112
C 4.79 2.92 2.17 -0.126
C 3.89 2.74 3.23 -0.112
C 2.55 2.51 2.97 -0.035
C 1.24 -1.33 0.24 -0.334
C 0.09 -2.07 0.55 -0.304
C -1.23 -1.81 -0.12 -0.104
C 0.15 -3.08 1.51 -0.029
C 1.32 -3.39 2.17 -0.291
C 1.40 -4.51 3.17 -0.073
C 2.45 -2.63 1.89 -0.035
C 2.43 -1.61 0.94 -0.277
C 3.69 -0.83 0.70 -0.062
C 3.63 -0.80 -3.14 -0.321
C 4.42 0.34 -2.54 -0.110
C 4.26 -1.50 -4.18 -0.057
H 3.61 -3.99 -6.43 0.060
H 5.18 -3.81 -5.63 0.066
H 4.61 -2.57 -6.75 0.066
H 1.80 -3.67 -4.94 0.096
H -0.12 -3.28 -3.76 0.067
H -0.32 -1.76 -2.85 0.042
H 0.35 -3.19 -2.05 0.073
H 2.59 2.68 -0.40 0.063
H 4.99 3.07 0.05 0.093
H 5.84 3.09 2.37 0.082
H 4.26 2.79 4.25 0.085
H 1.85 2.39 3.78 0.106
H -1.41 -0.74 -0.21 0.022
H -2.04 -2.26 0.45 0.067
H -1.26 -2.23 -1.12 0.050
H -0.76 -3.64 1.74 0.105
H 0.42 -4.95 3.35 0.063
H 1.80 -4.16 4.13 0.070
H 2.06 -5.31 2.81 0.070
H 3.37 -2.84 2.42 0.106
H 4.44 -1.07 1.45 0.074
H 3.49 0.23 0.73 0.039
H 4.09 -1.07 -0.29 0.064
H 3.82 0.87 -1.80 -0.004
H 4.72 1.05 -3.32 0.070
H 5.33 -0.02 -2.06 0.070
H 5.26 -1.22 -4.48 0.106
```

Computed properties:
F_max   0.04719 hartree/bohr
Net charge   -2
<S²>   0.7599
Frontier orbital gap (spin up / spin down)   4.05 / 4.84 eV
Multiplicity   2
HOMO (spin up / spin down)   0.2 / -0.6 eV
Electronic energy   -2282.4519 a.u.
LUMO energy (spin up / spin down)   4.28 / 4.28 eV

# 4
This record from OMol25 describes C38H48AsBrN5O4RhS3Si3 as an isolated structure. The level of theory is wB97M-V/def2-TZVPD.

Structure (XYZ):
```
104
Properties=species:S:1:pos:R:3:lowdin_charge:R:1
Rh 1.08 -0.01 -0.23 1.076
N 3.03 0.72 1.58 0.018
N 4.17 0.08 1.09 -0.022
C 4.12 -0.53 -0.18 -0.747
O 5.05 -1.25 -0.49 0.031
O 3.14 -0.18 -0.92 -0.204
H 3.24 1.69 1.82 0.070
H 2.65 0.25 2.39 0.085
H 4.82 -0.33 1.74 0.134
Br -8.40 -1.54 7.15 0.737
C -6.54 -1.31 6.92 -0.695
C -5.83 -0.55 7.85 -0.129
C -4.47 -0.39 7.68 -0.017
C -3.80 -0.98 6.59 -0.288
C -4.54 -1.74 5.67 -0.011
C -5.90 -1.90 5.84 -0.128
N -2.46 -0.75 6.49 0.075
N -1.79 -1.38 5.55 0.064
C -1.35 -0.72 4.48 -0.242
C -1.67 0.63 4.19 0.006
C -1.17 1.27 3.08 0.003
C -0.34 0.61 2.16 -0.348
O 0.16 1.23 1.12 -0.282
C -0.01 -0.76 2.42 -0.162
N 0.82 -1.38 1.52 0.034
C 1.27 -2.58 1.80 -0.121
C 0.87 -3.29 2.94 -0.021
C -0.02 -2.72 3.81 0.018
C -0.48 -1.41 3.57 -0.083
H -6.34 -0.10 8.69 0.101
H -3.89 0.19 8.39 0.113
H -4.04 -2.20 4.83 0.107
H -6.48 -2.49 5.14 0.101
H -2.31 1.17 4.88 0.111
H -1.41 2.31 2.89 0.113
H 1.99 -3.01 1.12 0.082
H 1.28 -4.28 3.11 0.113
H -0.37 -3.24 4.69 0.117
C -0.22 0.57 -4.65 -0.193
Si 1.22 1.56 -4.01 0.349
C 1.25 3.21 -4.91 -0.206
C 2.93 0.80 -4.13 -0.206
As 0.90 1.96 -1.69 0.928
Si 2.52 3.56 -0.96 0.341
C 2.39 5.09 -2.05 -0.209
C 4.22 2.83 -1.12 -0.189
C 2.15 4.01 0.82 -0.207
Si -1.29 2.81 -1.32 0.334
C -2.37 1.33 -0.97 -0.203
C -1.89 3.70 -2.85 -0.211
C -1.30 4.04 0.09 -0.206
H 0.07 0.01 -5.55 0.040
H -1.04 1.24 -4.92 0.026
H -0.57 -0.14 -3.91 -0.003
H 1.27 2.98 -5.98 0.041
H 2.14 3.79 -4.69 0.011
H 0.37 3.82 -4.73 0.013
H 3.03 0.23 -5.06 0.037
H 3.15 0.15 -3.28 0.012
H 3.67 1.60 -4.16 0.026
H 2.89 4.94 -3.00 0.016
H 2.90 5.91 -1.54 0.037
H 1.36 5.41 -2.24 0.024
H 4.40 2.37 -2.09 0.024
H 4.42 2.08 -0.36 0.011
H 4.94 3.65 -0.99 0.043
H 1.32 4.70 0.91 0.019
H 3.04 4.49 1.24 0.042
H 1.91 3.12 1.39 -0.003
H -2.41 0.67 -1.84 0.004
H -3.39 1.67 -0.76 0.046
H -2.02 0.76 -0.12 0.016
H -2.03 3.04 -3.71 0.019
H -1.21 4.51 -3.15 0.018
H -2.85 4.16 -2.62 0.037
H -0.72 3.68 0.94 -0.003
H -2.34 4.18 0.41 0.039
H -0.91 5.01 -0.22 0.031
O 0.67 -1.07 -1.86 -0.340
C 0.17 -2.40 -1.93 -0.561
C 1.08 -3.38 -1.20 -0.475
C 2.44 -3.29 -1.14 -0.125
C 3.04 -4.42 -0.53 -0.168
C 2.12 -5.37 -0.17 -0.403
S 0.53 -4.87 -0.55 1.064
C 0.29 -2.82 -3.40 -0.488
C 1.27 -2.40 -4.25 -0.127
C 1.26 -3.09 -5.49 -0.171
C 0.29 -4.03 -5.55 -0.406
S -0.62 -4.09 -4.11 1.028
C -1.26 -2.44 -1.44 -0.471
C -1.72 -2.58 -0.16 -0.147
C -3.12 -2.40 -0.03 -0.171
C -3.71 -2.11 -1.23 -0.405
S -2.57 -2.08 -2.50 1.030
H 2.99 -2.44 -1.53 0.103
H 4.10 -4.53 -0.38 0.112
H 2.30 -6.32 0.30 0.064
H 1.98 -1.65 -3.96 0.093
H 1.95 -2.89 -6.30 0.102
H 0.04 -4.69 -6.37 0.062
H -1.08 -2.83 0.68 0.081
H -3.67 -2.49 0.90 0.101
H -4.76 -1.95 -1.43 0.067
```

Computed properties:
F_max   0.00857 hartree/bohr
<S²>   6.1101
Frontier orbital gap (spin up / spin down)   6.36 / 6.74 eV
Multiplicity   5
HOMO (spin up / spin down)   -7.0 / -8.1 eV
Electronic energy   -9034.9767 a.u.
LUMO energy (spin up / spin down)   -0.67 / -1.40 eV

# 5
This record from OMol25 describes C38H48BCl4F2GeO5PTi as an isolated structure at a distorted geometry. The level of theory is wB97M-V/def2-TZVPD.

Structure (XYZ):
```
101
Properties=species:S:1:pos:R:3:lowdin_charge:R:1
Ti -0.17 0.56 -1.10 0.565
C -5.17 -1.96 -2.75 -0.098
O -4.36 -1.11 -2.02 -0.166
C -4.49 0.26 -2.23 -0.223
C -3.56 1.03 -1.38 -0.096
O -2.18 1.08 -1.93 -0.278
C -1.93 1.65 -3.24 -0.160
C -0.82 2.70 -3.24 -0.099
O 0.22 2.16 -2.31 -0.368
C 1.35 3.07 -2.23 -0.045
H -4.66 -2.04 -3.69 0.088
H -5.20 -2.93 -2.22 0.101
H -6.20 -1.62 -2.85 0.092
H -5.52 0.61 -1.91 0.149
H -4.42 0.61 -3.26 0.130
H -3.39 0.60 -0.43 0.101
H -3.87 2.09 -1.30 0.145
H -2.86 2.10 -3.52 0.112
H -1.72 0.77 -3.94 0.125
H -1.23 3.64 -2.81 0.134
H -0.36 2.98 -4.22 0.148
H 2.19 2.66 -2.76 0.093
H 1.46 3.35 -1.19 0.085
H 1.06 3.94 -2.79 0.080
Cl -2.79 -6.43 -2.75 0.715
C -1.98 -4.97 -2.53 -0.727
C -1.69 -4.11 -3.59 -0.672
Cl -2.06 -4.67 -5.21 0.638
C -1.19 -2.81 -3.33 -0.582
Cl -0.83 -1.84 -4.72 0.703
C -1.01 -2.37 -2.02 -0.265
O -0.76 -1.09 -1.67 -0.263
C -1.27 -3.28 -0.97 -0.272
O -0.97 -2.95 0.28 0.127
C -1.82 -4.47 -1.22 -0.484
Cl -2.25 -5.35 0.20 1.164
F 0.16 -4.85 1.18 0.152
B -1.01 -4.13 1.19 -1.131
F -1.48 -3.96 2.43 0.195
C 6.52 -0.56 -3.88 -0.119
C 5.31 -1.23 -3.18 -0.301
C 4.43 -0.42 -2.23 -0.346
C 3.13 -1.19 -1.91 -0.381
Ge 2.24 -0.19 -0.47 0.761
C 3.13 -1.09 1.03 -0.417
C 2.66 -2.47 1.33 -0.331
C 3.45 -3.24 2.39 -0.292
C 2.89 -4.47 3.00 -0.140
H 7.11 -1.37 -4.42 0.088
H 7.14 -0.16 -3.12 0.041
H 6.24 0.24 -4.59 0.064
H 5.56 -2.18 -2.66 0.110
H 4.63 -1.56 -4.00 0.105
H 4.23 0.53 -2.75 0.093
H 4.96 -0.25 -1.28 0.089
H 3.50 -2.20 -1.68 0.070
H 2.47 -1.22 -2.74 0.029
H 2.96 1.19 -0.33 -0.070
H 2.96 -0.53 1.96 0.025
H 4.26 -1.04 0.79 0.093
H 2.76 -3.05 0.45 0.078
H 1.60 -2.48 1.60 0.105
H 3.54 -2.48 3.23 0.119
H 4.46 -3.52 1.98 0.119
H 2.02 -4.14 3.64 0.092
H 3.58 -4.99 3.60 0.045
H 2.51 -5.19 2.25 0.073
C 2.67 3.25 4.15 -0.105
C 2.29 1.89 4.18 -0.052
C 1.43 1.43 3.16 -0.129
C 0.67 2.30 2.40 -0.372
C 1.15 3.62 2.29 -0.081
C 2.09 4.07 3.22 -0.126
P -0.76 1.66 1.51 1.059
C -1.52 0.43 2.59 -0.362
C -2.21 -0.65 1.96 -0.077
C -3.05 -1.42 2.75 -0.084
C -3.23 -1.13 4.10 -0.078
C -2.50 -0.10 4.72 -0.075
C -1.52 0.60 3.99 -0.082
C -1.69 3.27 1.45 -0.310
C -2.91 3.45 2.19 -0.059
C -3.32 4.77 2.44 -0.068
C -2.77 5.84 1.70 -0.093
C -1.75 5.64 0.81 -0.100
C -1.25 4.36 0.61 -0.123
H 3.56 3.72 4.69 0.127
H 2.37 1.33 5.11 0.108
H 1.28 0.34 3.01 0.113
H 0.63 4.46 1.70 0.105
H 2.37 5.18 3.10 0.126
H -2.14 -0.76 0.90 0.069
H -3.64 -2.26 2.28 0.134
H -3.91 -1.68 4.76 0.109
H -2.87 0.33 5.67 0.110
H -0.83 1.33 4.49 0.124
H -3.35 2.61 2.74 0.098
H -4.12 4.99 3.15 0.102
H -2.98 6.86 1.92 0.097
H -1.23 6.38 0.28 0.095
H -0.39 4.21 -0.03 0.083
```

Computed properties:
F_max   0.08908 hartree/bohr
<S²>   2.0072
Frontier orbital gap (spin up / spin down)   5.28 / 5.97 eV
Multiplicity   3
HOMO (spin up / spin down)   -5.4 / -6.1 eV
Electronic energy   -7186.0165 a.u.
LUMO energy (spin up / spin down)   -0.09 / -0.10 eV

Q: Which formula does entry 4 have?
A: C38H48AsBrN5O4RhS3Si3